13
Properties=species:S:1:pos:R:3:nbo_charge:R:1 method="wB97M-V/def2-TZVPD" largest_force_ev_per_a=0.71 energy_ev=-9271.3990 relative_energy_kcal_mol=48.5 gap_ev=6.73 spin_multiplicity=1
N -1.84463 0.31577 0.02254 -0.659
C -0.40565 0.20623 0.24200 -0.226
C 0.66838 1.14707 0.17852 -0.322
C 1.79190 0.39035 0.01241 -0.096
N 1.42831 -0.95575 -0.08165 -0.579
C 0.04880 -1.09300 -0.03524 0.524
O -0.65231 -2.10691 -0.26044 -0.766
H -2.09117 0.20924 -0.97191 0.406
H -2.21373 1.22598 0.31900 0.423
H -2.23666 -0.51878 0.49614 0.462
H 0.64155 2.21455 0.36665 0.217
H 2.83323 0.67637 0.07226 0.207
H 2.03198 -1.71113 -0.36028 0.409